# 1
Formula: C2H8BrN4O2Y
Source: the OMol25 dataset
Level of theory: ωB97M-V with the def2-TZVPD basis set

E_HOMO	-0.7526	Ha
spin multiplicity	2
charge	+3
expectation value of S²	0.754

Positions of all 18 atoms, in Å:
Y1 2.0321 1.8178 2.7898
Br1 -0.5003 1.2734 1.5939
C1 2.1196 -1.4186 1.4641
O1 2.2377 -0.4223 2.1769
N1 0.9831 -1.7000 0.9308
N2 2.9689 -2.3291 1.4225
H1 0.9366 -2.2994 0.1193
H2 0.2471 -1.1254 1.3160
H3 2.6836 -3.1293 0.8763
H4 3.8419 -2.3354 1.9304
C2 -2.2385 1.5210 -2.3573
O2 -2.5912 1.5728 -3.5346
N3 -1.7777 0.4423 -1.7292
N4 -2.4753 2.5068 -1.5603
H5 -1.6661 -0.4166 -2.2488
H6 -1.6905 0.3969 -0.7239
H7 -2.9071 3.3727 -1.8498
H8 -2.2038 2.2725 -0.6161

Atom charges from the Löwdin analysis, given in e for atoms 1 to 2:
1. Y 1.9245
2. Br 0.1131

# 2
Formula: C2H8FN2
Source: the OMol25 dataset
Level of theory: ωB97M-V with the def2-TZVPD basis set

E_HOMO	-0.5050	Ha
SMILES	N[C@H](F)C[NH3+]
charge	+1

Positions of all 13 atoms, in Å:
N1 1.7188 0.9165 -0.5343
C1 1.0861 -0.2105 -0.1868
F1 0.5143 -0.8453 -1.2588
C2 -0.5822 0.2991 0.5278
N2 -1.6527 -0.7156 0.2292
H1 1.3568 1.6185 -1.1452
H2 2.5607 1.1103 0.0357
H3 1.8240 -0.9549 0.2443
H4 -0.4851 0.3778 1.6117
H5 -0.6415 1.2085 0.0965
H6 -1.3374 -1.7122 0.6305
H7 -1.7542 -0.7254 -0.7754
H8 -2.6075 -0.3669 0.5251

Atom charges from the Löwdin analysis, given in e for atoms 1 to 2:
1. N 0.0935
2. C -0.3334

# 3
Formula: C2H8FN2O
Source: the OMol25 dataset
Level of theory: ωB97M-V with the def2-TZVPD basis set

E_HOMO	-0.5284	Ha
charge	+1

Positions of all 14 atoms, in Å:
C1 -0.0211 0.6948 1.0670
C2 0.3578 -0.4750 0.3184
N1 -1.3086 -1.0767 -0.7999
N2 1.0389 -0.2149 -0.9833
O1 -0.4756 1.6949 0.2725
F1 -1.4445 -2.4274 -0.5731
H1 0.7925 0.9721 1.7326
H2 -0.8202 0.3059 1.9077
H3 0.7165 -1.3738 0.8742
H4 -1.9383 -0.5433 -0.1771
H5 1.9801 0.1155 -1.0763
H6 0.3754 0.6017 -1.3185
H7 0.7864 -0.8741 -1.7266
H8 -0.0392 2.6003 0.4824

Atom charges from the Löwdin analysis, given in e for atoms 1 to 2:
1. C -0.3366
2. C -0.0902